77
Properties=species:S:1:pos:R:3:forces:R:3 method="wB97M-V/def2-TZVPD" de_lowest_kj_mol=95.9 charge=-2 homo_lumo_gap_ha=0.1391
Na -0.227 0.774 0.598 -0.749 -1.041 0.051
O 0.259 3.181 1.627 -0.018 -0.203 -0.345
C 0.791 2.951 0.506 0.143 0.434 0.125
O 1.424 1.899 0.225 0.800 0.695 -0.287
C 0.575 4.033 -0.560 -0.074 0.006 -0.195
C 0.498 5.334 -0.056 0.134 -0.001 -0.050
C 0.231 6.437 -0.849 0.039 0.033 0.021
C -0.022 6.228 -2.202 -0.015 -0.061 -0.045
C 0.027 4.952 -2.726 0.082 -0.006 0.155
C 0.354 3.805 -1.953 -0.047 0.154 0.204
S 0.372 2.268 -2.777 -0.033 0.092 0.147
H 0.660 5.458 1.008 -0.061 -0.036 0.005
H 0.205 7.435 -0.423 -0.019 -0.027 0.012
H -0.273 7.067 -2.847 0.010 -0.027 -0.014
H -0.203 4.782 -3.771 0.044 0.004 -0.016
C 1.386 0.442 -13.948 -0.030 0.009 0.004
O 0.177 0.391 -13.222 0.072 0.009 -0.168
C 0.274 0.277 -11.864 0.005 -0.002 0.060
C -0.929 0.180 -11.171 -0.062 -0.003 0.051
C -0.932 0.051 -9.799 -0.037 -0.008 0.061
C 0.264 0.018 -9.074 0.022 0.022 -0.046
C 1.453 0.122 -9.780 -0.006 -0.008 0.057
C 1.470 0.252 -11.167 0.124 -0.008 0.086
C 0.213 -0.129 -7.616 -0.099 -0.040 0.103
N -0.889 -0.247 -6.916 -0.126 0.031 -0.070
C -0.486 -0.380 -5.610 0.043 -0.012 0.004
C 0.883 -0.350 -5.523 -0.181 -0.057 0.003
N 1.319 -0.195 -6.816 0.249 0.068 -0.062
C 1.605 -0.517 -4.302 0.090 -0.049 0.046
C 2.997 -0.463 -4.183 -0.071 0.023 -0.061
C 3.571 -0.658 -2.953 0.042 0.012 -0.004
C 2.732 -0.930 -1.868 -0.116 0.031 0.007
N 1.422 -0.985 -1.955 -0.028 -0.039 0.012
C 0.843 -0.753 -3.142 0.138 -0.001 0.034
C -0.625 -0.727 -3.206 -0.063 0.072 0.065
N -1.288 -0.853 -2.051 -0.070 -0.056 0.242
C -2.601 -0.771 -2.061 -0.050 -0.058 -0.027
C -3.350 -0.562 -3.228 0.035 0.037 0.013
C -2.685 -0.443 -4.422 0.061 0.010 -0.003
C -1.289 -0.524 -4.426 -0.020 -0.079 -0.055
H 1.111 0.495 -14.998 -0.020 0.007 -0.014
H 1.994 -0.451 -13.782 -0.013 -0.027 0.013
H 1.977 1.324 -13.688 -0.013 0.024 0.018
H -1.853 0.210 -11.735 -0.009 -0.014 0.020
H -1.858 -0.030 -9.246 -0.011 0.018 -0.031
H 2.400 0.101 -9.253 0.017 0.019 -0.062
H 2.420 0.337 -11.674 -0.006 -0.012 0.001
H 2.272 -0.072 -7.102 0.015 0.005 0.001
H 3.610 -0.241 -5.051 0.023 -0.013 0.001
H 4.642 -0.599 -2.816 -0.002 0.012 0.012
H 3.152 -1.098 -0.881 0.003 0.025 -0.025
H -3.097 -0.878 -1.101 0.034 0.002 -0.044
H -4.428 -0.477 -3.167 -0.001 -0.013 -0.001
H -3.203 -0.265 -5.357 -0.011 -0.007 0.014
C -5.407 -2.864 -0.217 0.070 -0.073 -0.054
Si -5.754 -1.617 1.147 -0.160 -0.071 -0.088
C -7.538 -1.011 0.882 -0.025 0.040 -0.085
C -5.828 -2.487 2.813 0.117 0.056 0.086
C -4.668 -0.108 0.991 0.168 -0.013 0.094
C -5.146 1.093 0.485 -0.041 -0.061 0.105
C -4.312 2.199 0.357 -0.047 -0.017 0.030
C -2.994 2.049 0.751 0.037 -0.084 0.071
N -2.479 0.902 1.203 -0.326 0.026 -0.110
C -3.278 -0.190 1.325 -0.040 0.258 -0.092
S -2.578 -1.678 1.826 0.017 -0.050 0.013
H -6.048 -3.749 -0.130 0.007 0.066 0.013
H -4.364 -3.185 -0.156 -0.051 0.021 0.003
H -5.569 -2.422 -1.206 -0.013 -0.008 0.063
H -8.242 -1.843 0.991 0.044 0.026 -0.010
H -7.688 -0.576 -0.112 0.001 -0.030 0.069
H -7.801 -0.250 1.625 -0.004 -0.038 -0.039
H -6.747 -3.079 2.898 0.026 0.053 -0.046
H -5.813 -1.755 3.627 -0.008 -0.044 -0.032
H -4.961 -3.135 2.941 -0.030 0.030 0.010
H -6.189 1.175 0.189 0.035 0.013 0.023
H -4.671 3.142 -0.032 0.032 0.017 -0.008
H -2.302 2.888 0.707 0.027 -0.061 -0.035

---

75
Properties=species:S:1:pos:R:3:forces:R:3 method="wB97M-V/def2-TZVPD" de_lowest_kj_mol=0.0 charge=+3 homo_lumo_gap_ha="0.2331 / 0.2330"
Pb 0.328 -0.502 -3.600 -0.165 0.236 0.353
C -1.023 -4.983 -1.853 1.592 0.040 -1.744
C -0.743 -3.949 -0.860 0.862 0.820 0.511
C -1.333 -4.003 0.429 0.042 -1.374 -1.434
C -1.054 -3.126 1.406 1.140 1.980 0.300
C -0.163 -2.040 1.111 -0.809 -0.021 -0.317
N -0.049 -0.896 1.920 0.044 -1.228 -0.473
C -0.019 -1.062 3.177 -0.335 2.331 1.589
C 0.197 -2.345 3.892 0.753 0.464 1.054
C 0.163 -2.436 5.255 -0.300 -0.108 -0.923
C -0.293 -1.292 5.986 0.661 -0.053 -1.030
C -0.489 -1.466 7.434 0.071 1.093 -1.681
C -0.456 -0.069 5.363 -0.146 0.769 0.005
C -0.267 0.262 4.036 0.328 -3.039 -1.455
N -0.434 1.507 3.519 0.101 -0.119 -0.054
C -0.975 2.621 4.161 -1.064 -3.185 3.113
C -0.822 3.686 3.447 0.935 2.082 -2.285
C -0.106 3.189 2.238 -0.505 1.391 0.185
N 0.048 1.913 2.312 1.210 -0.915 -1.220
C 0.448 -2.001 -0.155 0.387 -0.792 -0.589
C 0.252 -2.970 -1.141 -1.196 -0.481 1.826
N 1.468 -1.047 -0.419 -0.079 0.973 0.397
C 2.405 -0.682 0.473 -0.100 1.801 -1.751
C 3.051 0.483 0.056 -0.322 -1.187 0.176
C 2.400 0.746 -1.151 -0.437 -0.677 0.068
N 1.412 -0.143 -1.466 1.316 0.203 1.361
H -1.277 -4.553 -2.836 -0.196 -0.115 0.363
H -1.734 -5.692 -1.562 -1.211 -0.914 0.437
H -0.087 -5.536 -2.059 -0.317 0.070 0.125
H -1.941 -4.852 0.736 -0.138 0.099 -0.617
H -1.535 -3.273 2.367 0.072 0.450 -0.037
H 0.590 -3.139 3.276 -0.026 -0.188 0.057
H 0.424 -3.295 5.908 -0.085 0.303 -1.206
H -1.544 -1.305 7.524 -0.606 0.480 1.142
H 0.211 -0.813 7.911 -0.230 0.881 0.903
H -0.228 -2.432 7.692 0.238 -1.987 0.738
H -0.687 0.761 5.952 -0.403 0.952 1.394
H -1.478 2.367 5.091 0.049 0.829 -0.182
H -1.147 4.683 3.721 0.129 -0.170 -0.312
H 0.277 3.781 1.349 -0.644 -0.958 1.353
H 0.972 -3.038 -1.955 -0.480 -0.073 -0.101
H 2.518 -1.205 1.346 0.353 -1.331 1.830
H 3.908 0.935 0.600 -0.962 -0.118 -0.869
H 2.610 1.522 -1.825 0.184 0.890 -0.772
N -0.433 1.795 -3.312 -0.074 0.713 -0.982
C 0.533 2.885 -3.682 -1.201 -0.727 0.579
C 0.281 4.196 -3.399 1.599 0.140 -0.038
C 1.318 5.165 -3.619 -0.053 -0.453 -0.332
C 2.540 4.780 -4.166 -0.534 0.330 0.152
C 2.759 3.409 -4.483 1.183 -0.132 0.566
C 4.048 2.859 -4.827 -0.607 0.457 -0.605
C 4.209 1.510 -4.952 1.036 -0.566 -0.429
C 3.147 0.651 -4.689 -1.050 0.270 -0.094
N 1.948 1.106 -4.374 0.347 0.359 0.358
C 1.757 2.472 -4.222 -0.208 -1.147 -0.098
H -0.775 1.938 -2.364 -0.069 0.062 -0.125
H -1.246 1.840 -3.953 0.402 0.153 0.598
H -0.609 4.491 -2.885 -0.530 0.171 0.011
H 1.074 6.186 -3.316 0.468 -0.280 -0.279
H 3.371 5.485 -4.332 -0.657 -0.298 0.155
H 4.874 3.518 -5.076 -0.101 0.038 0.189
H 5.134 1.030 -5.305 -0.294 0.604 0.367
H 3.228 -0.430 -4.756 0.286 0.074 -0.113
N -3.202 0.391 2.348 0.057 -0.400 -0.686
C -3.313 0.045 1.252 -0.335 0.677 0.508
C -3.387 -0.324 -0.142 0.610 -0.444 0.425
C -4.481 -0.994 -0.700 -0.210 1.130 2.398
C -4.306 -1.454 -1.954 -2.928 -1.676 -1.686
C -3.106 -1.378 -2.573 1.682 -0.161 -0.732
N -2.046 -0.744 -2.067 0.707 1.036 0.637
C -2.190 -0.171 -0.856 -1.558 -0.657 -0.230
H -5.395 -1.101 -0.074 0.648 -0.047 -0.875
H -5.153 -1.955 -2.498 1.010 0.473 0.685
H -2.925 -1.923 -3.497 -0.178 0.274 -0.088
H -1.450 0.408 -0.328 0.842 -0.077 -0.464

---

86
Properties=species:S:1:pos:R:3:forces:R:3 method="wB97M-V/def2-TZVPD" de_lowest_kj_mol=20.5 charge=-1 homo_lumo_gap_ha=0.2060
Cd -0.408 0.057 0.551 -0.283 -0.159 0.039
C 1.821 -3.484 -3.234 -0.013 -0.018 0.030
N 1.490 -3.106 -1.878 -0.005 0.059 -0.029
C 2.349 -3.205 -0.818 -0.006 -0.071 0.027
C 1.646 -2.808 0.279 -0.084 0.011 0.015
N 0.380 -2.453 -0.086 0.067 -0.133 0.021
C 0.312 -2.611 -1.389 -0.011 -0.067 -0.094
P -1.222 -2.498 -2.379 -0.162 0.081 0.164
C -2.386 -2.242 -1.001 0.081 -0.122 0.012
N -2.363 -1.265 -0.118 0.064 0.133 0.031
C -3.392 -1.492 0.745 -0.051 0.019 0.034
C -4.059 -2.623 0.373 0.036 -0.005 -0.022
N -3.409 -3.097 -0.739 -0.007 0.019 0.020
C -3.743 -4.306 -1.465 0.005 0.010 0.000
C -1.444 -0.816 -3.064 0.073 0.004 -0.152
N -2.633 -0.247 -3.049 -0.025 -0.042 -0.036
C -2.527 0.844 -3.868 -0.008 -0.002 0.052
C -1.268 0.921 -4.388 -0.019 -0.034 -0.054
N -0.591 -0.159 -3.891 0.039 0.087 0.181
C 0.788 -0.501 -4.163 0.071 0.021 0.006
H 2.262 -4.481 -3.238 0.018 0.012 0.004
H 2.524 -2.774 -3.671 0.001 0.006 -0.005
H 0.914 -3.508 -3.833 -0.015 -0.003 -0.011
H 3.363 -3.543 -0.945 -0.006 0.025 -0.004
H 1.972 -2.754 1.306 -0.011 0.004 0.019
H -3.560 -0.854 1.596 0.021 0.002 0.000
H -4.911 -3.130 0.793 0.004 0.003 -0.011
H -4.708 -4.662 -1.113 -0.003 0.002 -0.004
H -2.995 -5.080 -1.298 -0.001 0.000 0.006
H -3.808 -4.100 -2.532 -0.003 0.006 -0.004
H -3.348 1.528 -4.005 0.005 -0.004 -0.008
H -0.780 1.651 -5.011 0.012 0.003 0.022
H 1.268 0.343 -4.652 0.039 0.045 0.039
H 0.840 -1.374 -4.816 -0.001 0.035 -0.033
H 1.308 -0.692 -3.225 0.022 0.004 0.036
Br 1.919 -5.588 5.058 0.005 -0.002 -0.007
C 1.025 -4.126 4.217 -0.014 -0.002 0.010
C -0.058 -4.368 3.384 0.022 -0.012 -0.009
C -0.712 -3.310 2.782 -0.014 0.004 -0.012
C -0.305 -1.972 2.987 0.182 0.067 -0.016
O -0.891 -0.959 2.441 -0.129 -0.010 0.107
C 0.801 -1.766 3.857 -0.005 0.040 0.006
C 1.199 -0.335 4.133 0.053 -0.034 -0.080
N 0.256 1.815 2.315 -0.174 -0.097 -0.266
C 0.008 3.143 2.163 -0.127 0.006 0.080
C 0.891 4.201 2.291 0.093 0.033 0.007
C 0.446 5.534 2.229 0.004 -0.004 -0.006
C -0.864 5.851 2.016 0.005 -0.005 -0.016
C -1.799 4.801 1.828 0.010 0.010 0.002
C -3.162 5.042 1.548 -0.006 -0.001 -0.027
C -4.011 3.994 1.345 0.008 0.011 -0.013
C -3.486 2.687 1.408 0.004 -0.019 0.007
N -2.233 2.421 1.667 0.002 -0.009 0.058
C -1.381 3.455 1.892 -0.006 0.012 0.003
C 1.451 -2.831 4.461 0.002 0.023 -0.030
H -0.382 -5.385 3.202 0.003 -0.001 0.002
H -1.542 -3.487 2.108 -0.008 0.011 0.011
H 0.299 0.266 4.272 -0.015 0.005 -0.002
H 1.946 4.011 2.442 -0.045 0.008 0.006
H 1.176 6.326 2.354 0.004 0.000 -0.008
H -1.198 6.880 1.964 -0.006 -0.002 0.000
H -3.510 6.067 1.478 -0.007 -0.001 0.030
H -5.058 4.148 1.119 -0.001 -0.007 -0.001
H -4.133 1.835 1.220 -0.001 -0.006 -0.020
H 2.289 -2.651 5.124 0.000 -0.002 -0.001
Cl 3.952 -0.074 -2.007 -0.030 -0.096 -0.103
C 2.817 1.271 -2.213 -0.017 0.016 -0.047
C 3.162 2.238 -3.127 -0.029 0.032 -0.055
C 2.284 3.277 -3.429 0.026 -0.047 -0.005
C 1.051 3.282 -2.771 -0.004 -0.034 0.002
C 0.721 2.309 -1.862 -0.038 0.070 -0.024
Cl -0.878 2.408 -1.141 0.070 -0.002 -0.125
C 1.567 1.184 -1.456 0.046 -0.034 0.050
N 1.326 0.234 -0.617 0.092 0.154 -0.145
H 4.127 2.171 -3.618 -0.006 -0.004 -0.002
H 2.547 4.050 -4.137 0.009 0.004 0.020
H 0.328 4.064 -2.973 -0.003 -0.005 0.002
N 4.604 0.993 0.987 -0.063 0.071 0.073
N 3.414 0.935 1.696 0.155 -0.023 0.051
N 3.178 0.014 2.602 0.001 0.010 -0.071
C 1.966 0.330 3.038 -0.036 0.093 -0.096
N 1.545 1.420 2.343 0.180 -0.029 0.388
N 2.495 1.810 1.501 -0.074 -0.070 -0.008
H 4.987 0.056 1.054 -0.001 0.007 -0.028
H 4.335 1.140 0.012 0.032 -0.059 0.040
H 1.810 -0.288 5.038 0.008 0.004 -0.021